Record 1
# C18H31BrNO19P2

7 unconnected molecules or ions with the total composition C18H31BrNO19P2 (ωB97M-V/def2-TZVPD, the OMol25 dataset).

## Properties
relative energy (zero: lowest compared OMol25 entry of this formula, charge and spin): 38.8 kcal/mol
energy: -148180.3805 eV
total charge: -1

Each line ends with the Löwdin charge.
CARTESIAN COORDINATES (ANGSTROEM)
Br (2.23, -0.64, -4.44)  -0.008
P (3.02, -0.31, -2.23)  0.002
P (0.97, -0.65, -1.41)  0.521
O (-1.98, 2.82, 6.70)  0.070
O (-3.49, 2.91, 5.03)  0.145
O (-1.77, -2.56, -2.38)  0.027
O (5.55, -3.19, 0.29)  0.080
O (-0.21, 5.23, 3.26)  0.063
O (4.51, 3.71, 0.04)  0.047
O (-5.85, -3.48, -6.45)  0.061
O (2.90, 2.24, -0.48)  -0.020
O (1.67, 4.01, 2.99)  0.137
O (7.49, -2.26, -0.34)  0.067
O (-5.67, -1.29, -6.07)  0.070
O (-0.35, 3.04, 2.84)  0.083
O (-1.81, -3.71, -0.45)  0.157
O (-3.89, 1.67, 6.87)  0.075
O (-3.82, -2.54, -6.31)  0.175
O (-2.80, -4.54, -2.29)  0.052
O (4.89, 2.16, -1.56)  0.119
O (3.23, -2.03, -2.14)  -0.515
O (5.90, -2.69, -1.87)  0.163
N (0.91, -0.70, 0.20)  -0.404
C (-3.16, 2.50, 6.10)  -0.545
C (-3.06, 1.23, 7.95)  -0.120
C (-2.10, -3.61, -1.60)  -0.570
C (7.48, -2.24, 1.08)  -0.133
C (0.48, 4.08, 3.03)  -0.553
C (-1.67, 3.47, 3.19)  -0.117
C (-2.08, -2.92, -3.73)  -0.124
C (4.16, 2.65, -0.75)  -0.578
C (6.42, -3.25, 1.42)  -0.132
C (3.32, 4.15, 0.71)  -0.140
C (2.46, 2.92, 0.70)  -0.138
C (-3.14, -3.97, -3.56)  -0.144
C (-7.16, -3.02, -6.12)  -0.129
C (6.28, -2.71, -0.75)  -0.539
C (-7.05, -1.53, -6.33)  -0.128
C (-1.59, 4.96, 3.00)  -0.115
C (-2.04, 2.33, 8.04)  -0.118
C (-5.00, -2.44, -6.28)  -0.562
H (2.63, 2.27, 1.56)  0.135
H (-3.11, -4.72, -4.35)  0.132
H (8.45, -2.51, 1.48)  0.127
H (-7.37, -3.28, -5.08)  0.134
H (6.82, -4.27, 1.50)  0.129
H (1.40, 3.14, 0.64)  0.123
H (2.79, 1.11, -2.36)  -0.080
H (0.52, -1.90, -1.93)  -0.040
H (-1.06, 1.97, 8.36)  0.136
H (-1.82, 5.27, 1.98)  0.132
H (-4.15, -3.55, -3.50)  0.124
H (7.22, -1.23, 1.42)  0.136
H (0.14, 0.44, -1.86)  -0.044
H (3.56, -0.15, -0.90)  -0.034
H (-2.23, 5.51, 3.69)  0.131
H (-1.87, 3.19, 4.22)  0.082
H (-2.35, 3.15, 8.69)  0.134
H (-7.91, -3.48, -6.76)  0.131
H (-7.68, -0.96, -5.65)  0.133
H (-2.41, 3.01, 2.54)  0.143
H (5.88, -3.01, 2.33)  0.133
H (4.17, -2.25, -2.15)  -0.041
H (2.88, 4.98, 0.14)  0.131
H (-2.62, 0.27, 7.68)  0.138
H (4.36, -0.15, -2.74)  -0.049
H (3.56, 4.50, 1.71)  0.112
H (-7.27, -1.24, -7.36)  0.133
H (-3.64, 1.12, 8.86)  0.133
H (-2.44, -2.06, -4.29)  0.122
H (-1.18, -3.30, -4.21)  0.145
H (0.54, -1.62, 0.45)  -0.103

Record 2
# C18H31N6O4

2 unconnected molecules or ions with the total composition C18H31N6O4 (ωB97M-V/def2-TZVPD, the OMol25 dataset).

## Properties
energy: -36286.4673 eV
total charge: +1

Each line ends with the Löwdin charge.
CARTESIAN COORDINATES (ANGSTROEM)
O (0.70, -1.62, -1.29)  0.000
O (-2.06, 2.89, 1.96)  -0.089
O (-2.13, -2.23, 2.02)  0.072
O (-2.97, -0.61, 0.86)  0.041
N (2.54, -0.23, -2.02)  0.216
N (-3.06, -1.67, 1.47)  -0.320
N (0.43, 0.76, -2.16)  -0.050
N (3.65, 1.82, -2.92)  0.004
N (1.28, 1.70, -2.64)  0.145
N (4.95, 1.31, -2.82)  -0.030
C (-6.89, -3.46, 1.72)  -0.057
C (-1.04, 0.95, -2.08)  -0.090
C (-4.38, -2.30, 1.54)  -0.142
C (2.48, -0.01, 1.27)  -0.121
C (-1.03, 2.08, 1.34)  -0.249
C (-6.72, -2.29, 0.99)  -0.057
C (1.14, -0.40, -1.79)  -0.214
C (-5.80, -4.06, 2.34)  -0.055
C (-5.47, -1.70, 0.91)  0.001
C (0.12, -1.51, 0.05)  -0.168
C (-1.48, 2.27, -1.30)  -0.152
C (1.07, -2.30, 1.06)  -0.146
C (2.58, 1.10, -2.55)  -0.237
C (-4.54, -3.48, 2.26)  0.005
C (5.33, 1.35, -1.36)  -0.252
C (6.73, 2.13, -1.14)  -0.100
C (-0.55, 2.67, -0.07)  -0.170
C (2.06, -1.40, 1.94)  -0.218
H (-0.14, 2.07, 2.04)  0.119
H (2.99, 0.60, 2.10)  0.090
H (-0.87, -2.09, 0.02)  0.118
H (-1.53, 3.14, -2.04)  0.112
H (3.48, 2.76, -3.30)  0.169
H (6.88, 2.16, -0.01)  0.078
H (1.62, 0.63, 0.90)  0.040
H (-5.93, -4.98, 2.90)  0.114
H (5.34, 0.29, -0.94)  0.111
H (-3.70, -3.95, 2.75)  0.121
H (1.13, 2.64, -3.01)  0.187
H (3.29, -0.19, 0.50)  0.055
H (1.58, -3.13, 0.47)  0.126
H (4.56, 1.93, -0.73)  0.117
H (0.55, 2.41, -0.19)  0.088
H (3.02, -2.00, 2.07)  0.114
H (6.56, 3.21, -1.47)  0.079
H (-5.35, -0.78, 0.34)  0.118
H (-7.87, -3.92, 1.79)  0.114
H (1.65, -1.25, 3.00)  0.115
H (-0.61, 3.81, 0.02)  0.120
H (-7.57, -1.83, 0.50)  0.113
H (4.96, 0.35, -3.19)  0.128
H (-1.46, 0.98, -3.15)  0.145
H (-1.47, 0.01, -1.59)  0.133
H (-1.86, 3.83, 1.78)  0.087
H (-0.15, -0.46, 0.37)  0.101
H (7.59, 1.64, -1.69)  0.081
H (-2.54, 2.11, -0.89)  0.134
H (0.37, -2.83, 1.81)  0.110
H (-1.47, 1.02, 1.24)  0.095

Record 3
# C18H32BNO36S7

A molecular structure, C18H32BNO36S7 (ωB97M-V/def2-TZVPD, the OMol25 dataset).

## Properties
relative energy (zero: lowest compared OMol25 entry of this formula, charge and spin): 2.7 kcal/mol
energy: -170906.5863 eV
total charge: 0

Each line ends with the Löwdin charge.
CARTESIAN COORDINATES (ANGSTROEM)
S (2.09, 2.79, 2.92)  0.634
S (3.17, -1.58, -2.95)  0.617
S (-1.37, -1.45, -3.04)  0.617
S (0.38, 3.37, -1.93)  0.633
S (0.93, -4.37, 0.75)  0.607
S (4.14, -0.82, 0.98)  0.622
S (-1.17, -1.76, 3.33)  0.590
O (-4.72, 4.92, 1.25)  0.229
O (1.38, 2.64, 4.36)  -0.170
O (-3.08, 3.68, 2.48)  0.226
O (-1.02, 3.23, -2.15)  -0.201
O (4.58, -1.63, -2.96)  -0.190
O (1.86, 4.40, 2.84)  -0.195
O (4.92, 0.06, 0.20)  -0.184
O (-2.06, -1.06, 4.46)  -0.189
O (2.56, -3.02, -2.69)  -0.212
O (-2.92, 7.80, 0.58)  0.154
O (2.59, -0.63, -2.07)  -0.215
O (-2.43, -2.31, 2.51)  -0.208
O (-1.35, -0.11, -2.58)  -0.182
O (0.90, 4.03, -3.32)  -0.194
O (-0.27, -2.25, -2.60)  -0.227
O (1.31, 2.26, 1.85)  -0.229
O (-0.49, -5.00, 1.04)  -0.179
O (-1.99, 1.59, -0.04)  0.130
O (1.15, -5.24, -0.60)  -0.200
O (0.62, 4.70, -1.06)  -0.176
O (-0.53, -2.88, 3.94)  -0.222
O (4.07, -2.26, 0.30)  -0.198
O (1.92, -4.67, 1.71)  -0.190
O (-2.49, 5.65, 1.12)  0.222
O (-0.46, -0.81, 2.57)  -0.187
O (0.81, -3.00, 0.38)  -0.215
O (2.85, -0.33, 1.36)  -0.231
O (-2.10, 1.73, 2.90)  0.153
O (-3.15, 3.48, 0.12)  0.256
O (-2.79, -2.16, -2.86)  -0.182
O (2.53, -1.47, -4.44)  -0.168
O (1.24, 2.34, -1.51)  -0.192
O (4.92, -1.36, 2.29)  -0.171
O (-5.69, 6.91, 1.13)  0.166
O (3.47, 2.47, 2.93)  -0.203
O (-1.42, -1.49, -4.65)  -0.186
N (0.43, -0.16, -0.11)  0.295
C (-0.07, -5.70, -1.21)  -0.129
C (0.99, 4.91, 3.84)  -0.146
C (-2.60, -2.08, -5.19)  -0.158
C (-3.45, -2.71, 3.46)  -0.141
C (0.74, 5.44, -3.30)  -0.171
C (2.11, -2.74, -4.93)  -0.161
C (4.41, -2.67, 2.53)  -0.159
C (0.58, 3.73, 4.74)  -0.164
C (-1.16, -5.30, -0.20)  -0.137
C (0.32, 5.83, -1.86)  -0.168
C (-4.73, 6.23, 1.05)  -0.414
C (-3.23, -1.84, 4.71)  -0.139
C (-2.50, 2.54, 2.13)  -0.393
C (-2.49, 2.45, 0.60)  -0.382
C (4.59, -3.28, 1.16)  -0.164
C (-3.58, -1.94, -4.03)  -0.153
C (2.58, -3.76, -3.91)  -0.153
C (-3.28, 6.71, 0.92)  -0.386
B (-3.32, 4.44, 1.22)  -0.882
H (-2.93, -2.48, 5.54)  0.133
H (-4.08, -1.18, 4.86)  0.137
H (-0.04, -6.78, -1.24)  0.131
H (-3.33, -3.79, 3.56)  0.125
H (0.08, -1.12, -0.05)  0.079
H (-4.40, -2.57, 2.96)  0.127
H (-0.12, -5.17, -2.16)  0.121
H (4.08, -4.24, 1.02)  0.111
H (-4.32, -2.74, -4.01)  0.136
H (1.73, 5.84, -3.52)  0.126
H (0.00, 5.83, -4.00)  0.128
H (-1.61, -4.31, -0.39)  0.128
H (-2.91, -1.58, -6.10)  0.138
H (0.83, 6.68, -1.42)  0.135
H (-1.97, -6.02, -0.17)  0.135
H (1.60, 5.67, 4.33)  0.128
H (3.62, -4.10, -4.03)  0.134
H (5.61, -3.54, 0.86)  0.137
H (-4.07, -0.96, -4.00)  0.141
H (1.05, -2.76, -5.17)  0.117
H (1.96, -4.65, -3.83)  0.130
H (-2.52, -3.14, -5.41)  0.131
H (2.72, -2.95, -5.82)  0.134
H (1.11, -0.19, -0.88)  0.073
H (0.11, 5.36, 3.37)  0.128
H (0.80, 4.00, 5.77)  0.129
H (1.01, -0.04, 0.74)  0.074
H (-0.73, 6.12, -1.87)  0.128
H (-0.50, 3.63, 4.68)  0.122
H (4.99, -3.18, 3.29)  0.141
H (-0.33, 0.52, -0.24)  0.082
H (3.36, -2.61, 2.81)  0.127

no.,largest force on an atom (hartree/bohr)
1,0.0591
2,0.0981
3,0.0575